# 1
Here is 6 unconnected molecules or ions with the total composition C45H84BN2O12S3 from the Open Molecules 2025 dataset. Energies are from ωB97M-V with the def2-TZVPD basis set.

HOMO-LUMO gap = 5.14 eV
HOMO energy = -9.52 eV
net charge = +1
LUMO = -4.38 eV

Each line ends with the Löwdin charge.
Atoms and positions in Å:
C: 6.120 -3.775 2.360  -0.10
C: 5.397 -4.832 1.337  -0.26
C: 5.633 -6.480 1.341  -0.09
C: 4.459 -4.316 0.288  -0.10
C: 2.885 -4.859 0.131  -0.21
C: 2.038 -3.583 -0.469  -0.20
C: 0.626 -3.280 0.372  -0.33
C: -0.388 -4.543 -0.026  -0.10
C: 0.039 -1.868 -0.220  -0.15
C: -0.304 -0.730 0.909  -0.13
N: 0.834 0.216 1.226  -0.11
C: 1.901 -0.446 1.805  -0.16
S: 3.283 0.772 2.243  0.99
C: 2.611 1.959 0.906  -0.36
B: 3.394 1.406 -0.430  -0.50
N: 2.833 1.315 -1.837  0.10
O: 4.828 0.986 -0.263  -0.03
C: 0.997 1.712 1.083  -0.61
C: 0.263 2.368 2.435  -0.17
C: 0.565 3.981 2.607  -0.21
C: -0.778 4.920 2.691  -0.15
C: -1.675 4.677 4.076  -0.18
O: -1.912 5.946 4.799  -0.14
C: -1.557 5.842 6.223  -0.13
O: -0.320 6.223 6.609  -0.05
S: 0.123 2.640 -0.288  0.97
C: -0.491 1.504 -1.645  -0.33
C: -2.122 1.407 -1.498  -0.28
O: -2.700 2.088 -0.469  -0.06
O: -3.036 0.617 -2.338  -0.09
C: -3.450 -0.613 -1.642  -0.11
C: -5.012 -0.597 -1.106  -0.25
C: -5.126 -0.290 0.533  -0.05
O: -5.686 -1.905 -1.324  -0.09
C: -7.023 -1.730 -1.913  -0.30
O: -7.308 -1.025 -3.026  -0.03
C: -8.299 -2.499 -1.197  -0.42
S: -9.041 -3.682 -2.501  0.64
H: 6.734 -4.404 3.133  0.08
H: 5.320 -3.138 2.935  0.08
H: 6.793 -2.993 1.768  0.10
H: 4.586 -6.988 1.545  0.08
H: 5.940 -6.747 0.221  0.09
H: 6.465 -6.830 2.087  0.08
H: 4.763 -3.476 -0.504  0.11
H: 2.464 -5.247 1.178  0.12
H: 2.814 -5.787 -0.599  0.11
H: 2.707 -2.609 -0.351  0.09
H: 1.851 -3.731 -1.617  0.13
H: 0.810 -3.299 1.528  0.13
H: -1.343 -4.574 0.669  0.09
H: 0.152 -5.599 0.111  0.09
H: -0.698 -4.494 -1.170  0.10
H: -0.935 -2.149 -0.845  0.12
H: 0.860 -1.411 -0.952  0.12
H: -1.290 -0.109 0.692  0.13
H: -0.532 -1.322 1.919  0.16
H: 2.043 -1.577 2.068  0.15
H: 2.927 3.047 1.259  0.14
H: 3.282 2.118 -2.370  0.11
H: 3.290 0.462 -2.274  0.08
H: 5.408 1.814 -0.114  0.14
H: 0.687 1.799 3.368  0.12
H: -0.922 2.274 2.333  0.14
H: 1.167 4.176 3.619  0.14
H: 1.250 4.409 1.750  0.10
H: -1.462 4.893 1.740  0.12
H: -0.390 6.045 2.777  0.13
H: -2.748 4.326 3.688  0.14
H: -1.267 3.805 4.741  0.13
H: -2.283 5.502 7.093  0.17
H: 0.064 0.477 -1.730  0.08
H: -0.285 2.072 -2.674  0.13
H: -2.766 -0.874 -0.722  0.10
H: -3.384 -1.530 -2.401  0.16
H: -5.550 0.305 -1.627  0.15
H: -5.072 0.891 0.654  0.10
H: -4.289 -0.820 1.157  0.08
H: -6.198 -0.593 0.958  0.10
H: -9.104 -1.728 -0.816  0.11
H: -7.976 -3.182 -0.276  0.09
H: -7.957 -4.024 -3.370  -0.11
C: -5.539 -6.056 -2.808  -0.19
C: -6.469 -7.036 -3.476  -0.18
C: -6.302 -8.269 -2.614  -0.20
O: -6.000 -7.812 -1.288  -0.13
C: -5.703 -6.410 -1.346  -0.21
H: -5.775 -5.011 -3.022  0.09
H: -4.507 -6.248 -3.126  0.12
H: -7.501 -6.671 -3.410  0.10
H: -6.236 -7.216 -4.528  0.12
H: -5.462 -8.882 -2.956  0.12
H: -7.202 -8.891 -2.593  0.12
H: -6.546 -5.872 -0.899  0.11
H: -4.804 -6.199 -0.760  0.11
C: 2.754 9.516 2.970  -0.18
C: 2.088 9.122 4.264  -0.18
C: 0.623 9.153 3.888  -0.20
O: 0.543 8.815 2.496  -0.15
C: 1.865 8.851 1.942  -0.21
H: 3.798 9.200 2.900  0.11
H: 2.716 10.605 2.850  0.12
H: 2.383 8.102 4.537  0.12
H: 2.328 9.783 5.101  0.12
H: 0.201 10.156 4.013  0.12
H: 0.025 8.448 4.473  0.11
H: 2.178 7.818 1.756  0.11
H: 1.851 9.389 0.989  0.12
C: 4.322 -1.174 -6.977  -0.18
C: 3.301 -0.224 -6.408  -0.18
C: 2.913 -0.911 -5.117  -0.22
O: 4.067 -1.637 -4.670  -0.15
C: 5.030 -1.661 -5.732  -0.20
H: 4.999 -0.711 -7.699  0.12
H: 3.815 -2.012 -7.471  0.12
H: 3.773 0.741 -6.191  0.12
H: 2.448 -0.046 -7.069  0.12
H: 2.106 -1.633 -5.277  0.12
H: 2.601 -0.204 -4.343  0.09
H: 5.850 -0.990 -5.454  0.12
H: 5.430 -2.673 -5.844  0.12
C: 8.202 -1.343 6.097  -0.18
C: 7.060 -0.361 6.121  -0.18
C: 6.854 -0.078 4.649  -0.21
O: 7.229 -1.267 3.940  -0.17
C: 7.902 -2.147 4.851  -0.22
H: 8.271 -1.961 6.996  0.12
H: 9.151 -0.806 5.976  0.12
H: 6.166 -0.842 6.538  0.12
H: 7.266 0.540 6.704  0.12
H: 7.503 0.734 4.306  0.12
H: 5.817 0.180 4.413  0.10
H: 7.227 -2.981 5.070  0.11
H: 8.806 -2.544 4.380  0.12
C: -5.269 2.963 -4.351  -0.18
C: -6.382 1.950 -4.280  -0.18
C: -7.418 2.674 -3.447  -0.20
O: -7.260 4.074 -3.714  -0.13
C: -6.033 4.267 -4.431  -0.21
H: -4.592 2.813 -5.195  0.12
H: -4.679 2.932 -3.427  0.10
H: -6.777 1.761 -5.285  0.12
H: -6.079 0.993 -3.846  0.08
H: -7.249 2.516 -2.377  0.11
H: -8.439 2.366 -3.688  0.12
H: -6.287 4.514 -5.467  0.12
H: -5.480 5.105 -3.997  0.12

# 2
Here is 4 unconnected molecules or ions with the total composition C45H86BIN4O5 from the Open Molecules 2025 dataset. Energies are from ωB97M-V with the def2-TZVPD basis set.

HOMO-LUMO gap = 7.29 eV
HOMO energy = -8.13 eV
net charge = 0
LUMO = -0.84 eV

Each line ends with the Löwdin charge.
Atoms and positions in Å:
C: 4.533 -2.770 3.216  -0.10
C: 5.352 -2.756 1.901  -0.20
C: 4.523 -3.199 0.677  -0.22
O: 4.126 -2.152 -0.198  -0.16
C: 3.421 -1.123 0.485  -0.15
C: 2.555 -0.326 -0.464  -0.04
C: 2.939 0.986 -0.740  -0.21
O: 4.083 1.555 -0.243  -0.04
C: 5.299 0.969 -0.733  -0.14
C: 5.976 1.702 -1.929  -0.31
C: 5.072 2.633 -2.736  -0.05
C: 6.731 0.654 -2.781  -0.16
C: 5.955 -0.027 -3.919  -0.40
C: 4.586 -0.597 -3.530  -0.07
C: 6.815 -1.237 -4.400  -0.07
C: 2.112 1.788 -1.510  0.07
C: 0.939 1.267 -2.003  -0.06
C: 0.561 -0.062 -1.800  -0.04
C: 1.389 -0.887 -1.013  -0.14
C: 1.046 -2.334 -0.732  -0.61
I: -0.854 -2.501 0.311  0.88
C: 1.115 -3.246 -1.989  -0.26
C: 2.462 -3.980 -2.144  -0.07
C: -0.735 -0.463 -2.435  -0.31
O: -1.009 -1.570 -2.836  0.07
C: -1.756 0.629 -2.605  -0.09
C: -3.202 0.210 -2.603  -0.13
C: -3.894 0.510 -1.253  -0.23
C: -4.970 -0.546 -0.917  -0.09
C: -1.396 1.905 -2.778  0.02
B: -2.374 3.135 -3.011  -0.58
N: -2.991 3.870 -1.925  0.19
O: -2.657 3.548 -4.286  0.17
C: 0.059 2.206 -2.784  -0.29
O: 0.519 3.175 -3.346  0.13
H: 5.171 -3.110 4.033  0.07
H: 3.701 -3.471 3.167  0.07
H: 4.155 -1.775 3.449  0.07
H: 5.775 -1.770 1.726  0.10
H: 6.137 -3.501 2.023  0.10
H: 5.126 -3.886 0.080  0.12
H: 3.631 -3.767 0.974  0.11
H: 4.154 -0.466 0.955  0.12
H: 2.823 -1.541 1.304  0.14
H: 6.005 1.012 0.101  0.13
H: 5.189 -0.085 -0.983  0.09
H: 6.744 2.343 -1.489  0.13
H: 4.486 2.144 -3.508  0.07
H: 4.449 3.229 -2.075  0.07
H: 5.719 3.352 -3.248  0.09
H: 7.202 -0.070 -2.110  0.11
H: 7.559 1.196 -3.254  0.12
H: 5.869 0.627 -4.788  0.13
H: 4.702 -1.284 -2.687  0.07
H: 3.841 0.151 -3.259  0.06
H: 4.189 -1.195 -4.354  0.08
H: 7.616 -0.933 -5.072  0.07
H: 7.272 -1.680 -3.512  0.07
H: 6.179 -2.004 -4.842  0.07
H: 2.361 2.813 -1.735  0.13
H: 1.742 -2.754 -0.016  0.04
H: 0.949 -2.665 -2.886  0.09
H: 0.345 -4.008 -1.885  0.08
H: 2.952 -4.218 -1.207  0.05
H: 3.104 -3.388 -2.797  0.07
H: 2.318 -4.927 -2.670  0.06
H: -3.732 0.672 -3.439  0.13
H: -3.263 -0.866 -2.769  0.11
H: -3.118 0.481 -0.486  0.10
H: -4.389 1.481 -1.294  0.09
H: -4.574 -1.306 -0.245  0.07
H: -5.295 -1.050 -1.829  0.07
H: -5.853 -0.083 -0.479  0.06
H: -2.919 3.352 -1.057  0.06
H: -2.585 4.791 -1.803  0.09
H: -2.275 2.903 -4.893  0.11
C: -0.382 -7.618 -3.912  -0.09
C: 0.836 -7.486 -4.815  -0.28
N: 1.724 -8.633 -4.773  -0.20
C: 2.995 -8.394 -5.436  -0.25
C: 2.990 -8.146 -6.950  -0.09
C: 1.105 -9.919 -5.044  -0.25
C: 0.396 -10.109 -6.393  -0.08
H: -0.085 -7.796 -2.878  0.08
H: -0.961 -6.694 -3.944  0.07
H: -1.044 -8.425 -4.228  0.06
H: 1.400 -6.610 -4.483  0.11
H: 0.493 -7.264 -5.837  0.10
H: 3.662 -9.232 -5.219  0.11
H: 3.458 -7.527 -4.953  0.11
H: 2.840 -9.066 -7.512  0.05
H: 3.956 -7.740 -7.257  0.07
H: 2.226 -7.428 -7.249  0.07
H: 0.381 -10.119 -4.250  0.10
H: 1.861 -10.699 -4.925  0.11
H: -0.206 -9.242 -6.669  0.07
H: -0.274 -10.969 -6.336  0.07
H: 1.102 -10.308 -7.198  0.05
C: -4.001 0.536 3.414  -0.08
C: -4.493 1.659 2.513  -0.27
N: -5.899 1.975 2.677  -0.19
C: -6.403 2.864 1.644  -0.24
C: -5.837 4.288 1.570  -0.08
C: -6.323 2.278 4.033  -0.24
C: -5.640 3.449 4.753  -0.09
H: -4.586 -0.373 3.260  0.08
H: -2.959 0.312 3.181  0.07
H: -4.046 0.804 4.470  0.06
H: -4.340 1.342 1.479  0.10
H: -3.849 2.540 2.668  0.10
H: -7.491 2.922 1.736  0.11
H: -6.223 2.379 0.678  0.10
H: -6.241 4.928 2.354  0.05
H: -6.112 4.742 0.616  0.07
H: -4.748 4.305 1.636  0.06
H: -6.185 1.380 4.640  0.10
H: -7.403 2.440 4.031  0.12
H: -4.561 3.463 4.595  0.06
H: -5.813 3.369 5.829  0.07
H: -6.049 4.408 4.436  0.05
C: -3.607 6.833 5.301  -0.08
C: -3.422 6.285 6.707  -0.28
N: -2.390 6.961 7.473  -0.20
C: -2.056 6.273 8.709  -0.25
C: -3.133 6.166 9.795  -0.09
C: -2.523 8.404 7.571  -0.25
C: -3.809 8.970 8.193  -0.08
H: -2.675 6.791 4.735  0.08
H: -4.349 6.232 4.774  0.05
H: -3.967 7.862 5.301  0.07
H: -3.140 5.233 6.616  0.11
H: -4.396 6.304 7.222  0.10
H: -1.168 6.745 9.138  0.11
H: -1.740 5.259 8.443  0.11
H: -3.272 7.107 10.326  0.05
H: -2.831 5.424 10.538  0.07
H: -4.096 5.849 9.394  0.06
H: -2.420 8.822 6.567  0.10
H: -1.661 8.794 8.118  0.11
H: -4.700 8.450 7.841  0.07
H: -3.914 10.022 7.919  0.07
H: -3.789 8.923 9.280  0.05

# 3
Here is 11 unconnected molecules or ions with the total composition C45H86ClF2N3O21P2S12 from the Open Molecules 2025 dataset. Energies are from ωB97M-V with the def2-TZVPD basis set.

HOMO-LUMO gap = 7.84 eV
HOMO energy = -8.17 eV
net charge = 0
LUMO = -0.33 eV

Each line ends with the Löwdin charge.
Atoms and positions in Å:
C: 1.714 4.970 0.467  0.10
C: 2.208 4.170 -0.321  -0.08
C: 2.646 2.815 -0.940  -0.10
C: 4.057 2.291 -0.737  -0.19
O: 4.904 3.150 0.002  -0.03
C: 4.525 0.950 -1.282  -0.06
P: 6.258 0.340 -0.947  0.64
O: 7.064 0.118 -2.211  -0.30
O: 6.275 -1.059 0.026  -0.20
O: 7.164 1.467 -0.061  -0.16
C: 3.516 0.131 -2.105  -0.10
N: 3.794 -1.163 -2.721  -0.06
C: 4.082 -2.249 -1.748  -0.05
C: 4.742 -1.096 -3.807  -0.43
C: 4.901 0.212 -4.721  0.01
O: 5.466 -2.051 -4.105  0.03
C: 2.102 0.660 -2.306  -0.12
C: 1.679 1.987 -1.720  -0.30
S: -0.084 2.459 -2.005  0.99
C: -0.903 0.810 -1.822  -0.34
C: -0.107 -0.353 -2.402  -0.12
C: -0.666 -1.744 -2.297  -0.09
N: 0.114 -2.838 -2.897  0.14
C: 0.537 -3.818 -1.911  -0.38
O: 1.144 -3.425 -0.943  0.13
F: 0.284 -5.173 -2.056  0.10
C: -0.617 -3.446 -4.005  -0.37
O: -1.665 -3.028 -4.427  0.15
F: -0.098 -4.562 -4.698  0.07
C: -1.976 -1.908 -1.586  0.07
C: -2.772 -0.757 -1.014  -0.16
C: -4.114 -1.162 -0.297  -0.19
C: -4.271 -0.626 1.190  -0.23
C: -2.974 -0.782 2.086  -0.19
S: -2.799 0.626 3.302  0.68
O: -2.580 0.080 4.665  -0.35
O: -4.028 1.453 3.377  -0.35
O: -1.579 1.668 2.853  -0.21
C: -2.238 0.681 -1.145  -0.30
P: -3.258 2.097 -0.464  0.67
O: -2.809 3.564 -1.136  -0.42
Cl: -5.272 1.837 -1.161  0.23
N: 1.166 -0.149 -3.082  -0.08
C: 1.019 0.442 -4.451  -0.18
C: -0.362 0.130 -5.172  -0.19
C: -0.198 0.649 -6.693  -0.12
H: 1.140 5.638 1.167  0.06
H: 4.835 2.821 0.932  0.08
H: 6.796 -1.720 -0.491  0.09
H: 7.047 1.185 0.883  0.06
H: 5.167 -2.547 -1.675  0.08
H: 3.780 -1.866 -0.716  0.10
H: 3.395 -3.123 -1.960  0.09
H: 5.587 0.899 -4.141  0.06
H: 5.442 -0.112 -5.668  0.10
H: 3.889 0.659 -4.954  0.07
H: -2.380 -2.959 -1.503  0.09
H: -5.008 -0.869 -0.943  0.09
H: -4.164 -2.302 -0.239  0.12
H: -4.704 0.424 1.176  0.05
H: -5.081 -1.267 1.679  0.13
H: -1.997 -0.811 1.522  0.09
H: -3.048 -1.715 2.730  0.09
H: -1.973 2.411 2.332  0.07
H: -2.876 3.508 -2.129  -0.01
H: 1.850 0.118 -5.164  0.11
H: 1.081 1.583 -4.371  0.12
H: -0.565 -0.978 -5.248  0.09
H: -1.234 0.714 -4.728  0.12
H: -0.384 1.776 -6.744  0.06
H: -0.954 0.153 -7.377  0.06
H: 0.842 0.464 -7.102  0.08
C: 4.874 -1.077 2.856  -0.26
S: 4.572 0.568 3.520  0.86
O: 5.187 1.547 2.568  -0.57
C: 5.680 0.418 4.930  -0.26
H: 4.301 -1.190 1.937  0.04
H: 5.936 -1.202 2.638  0.05
H: 4.549 -1.827 3.579  0.05
H: 6.693 0.200 4.588  0.06
H: 5.323 -0.377 5.586  0.02
H: 5.676 1.363 5.473  0.06
C: 3.343 -3.238 7.384  -0.27
S: 3.035 -1.589 8.048  0.83
O: 3.654 -0.609 7.100  -0.58
C: 4.139 -1.741 9.466  -0.26
H: 2.774 -3.348 6.461  0.05
H: 4.407 -3.360 7.172  0.06
H: 3.015 -3.986 8.100  0.01
H: 5.152 -1.962 9.126  0.06
H: 3.779 -2.534 10.121  0.03
H: 4.136 -0.795 10.007  0.05
C: -4.076 -0.816 7.926  -0.26
S: -2.369 -1.312 8.224  0.82
O: -2.395 -2.452 9.191  -0.57
C: -1.899 0.166 9.145  -0.26
H: -4.578 -1.619 7.388  0.05
H: -4.584 -0.641 8.876  0.06
H: -4.091 0.090 7.318  0.05
H: -2.543 0.280 10.019  0.06
H: -1.986 1.040 8.498  0.06
H: -0.864 0.056 9.468  0.05
C: -4.447 6.411 -4.701  -0.28
S: -2.776 5.875 -4.293  0.87
O: -2.896 4.786 -3.275  -0.57
C: -2.298 7.377 -3.418  -0.26
H: -4.950 5.601 -5.225  0.04
H: -4.995 6.649 -3.791  0.04
H: -4.400 7.286 -5.351  0.06
H: -2.979 7.556 -2.585  0.06
H: -2.318 8.221 -4.109  0.05
H: -1.285 7.246 -3.037  0.05
C: 0.044 -2.933 2.154  -0.26
S: -0.968 -4.415 2.337  0.82
O: -2.376 -3.969 2.565  -0.56
C: -0.293 -4.909 3.936  -0.27
H: -0.239 -2.435 1.226  0.03
H: -0.127 -2.258 2.996  0.06
H: 1.097 -3.214 2.105  0.05
H: -0.443 -4.112 4.667  0.06
H: 0.771 -5.127 3.831  0.05
H: -0.815 -5.807 4.267  0.05
C: -2.426 1.053 -10.068  -0.27
S: -1.548 2.545 -9.560  0.83
O: -1.582 2.598 -8.071  -0.57
C: -2.782 3.710 -10.172  -0.27
H: -1.847 0.187 -9.749  0.04
H: -3.411 1.023 -9.599  0.06
H: -2.526 1.041 -11.154  0.05
H: -3.745 3.516 -9.697  0.06
H: -2.870 3.613 -11.255  0.05
H: -2.454 4.720 -9.926  0.05
C: -0.595 -4.179 10.841  -0.27
S: 1.194 -4.394 10.845  0.85
O: 1.702 -3.940 9.511  -0.59
C: 1.172 -6.197 10.828  -0.27
H: -0.815 -3.113 10.812  0.03
H: -1.027 -4.659 9.963  0.06
H: -1.015 -4.609 11.752  0.06
H: 0.631 -6.554 9.950  0.06
H: 0.695 -6.563 11.738  0.05
H: 2.201 -6.554 10.791  0.05
C: -9.457 5.836 -3.305  -0.27
S: -7.670 5.591 -3.323  0.82
O: -7.178 5.986 -4.676  -0.56
C: -7.723 3.789 -3.273  -0.27
H: -9.658 6.905 -3.369  0.05
H: -9.911 5.330 -4.159  0.06
H: -9.869 5.446 -2.374  0.05
H: -8.284 3.410 -4.129  0.06
H: -8.190 3.465 -2.342  0.05
H: -6.700 3.414 -3.314  0.02
C: 7.032 5.656 -4.398  -0.28
S: 6.009 4.175 -4.264  0.80
O: 4.601 4.622 -4.057  -0.56
C: 6.649 3.647 -2.665  -0.26
H: 6.769 6.173 -5.321  0.05
H: 6.847 6.314 -3.548  0.06
H: 8.084 5.370 -4.431  0.05
H: 6.488 4.430 -1.921  0.07
H: 7.714 3.425 -2.752  0.07
H: 6.117 2.747 -2.363  0.00
C: -3.025 -7.195 -2.404  -0.26
S: -3.689 -5.682 -1.682  0.82
O: -2.619 -5.078 -0.832  -0.57
C: -4.864 -6.494 -0.580  -0.26
H: -2.236 -6.924 -3.105  0.05
H: -2.611 -7.831 -1.620  0.06
H: -3.818 -7.722 -2.937  0.05
H: -4.336 -7.172 0.091  0.06
H: -5.596 -7.044 -1.173  0.05
H: -5.373 -5.728 0.004  0.05